[1]
Formula: C2H2N2O
Source: the OMol25 dataset
Level of theory: ωB97M-V with the def2-TZVPD basis set

Element x y z (Å)
O1 0.48428 1.91091 0.62272
C1 -0.21324 1.01696 0.20148
C2 -0.10723 -0.42178 0.65255
N1 1.21577 -1.03948 0.38732
N2 0.59055 -1.56543 -0.47232
H1 -1.05030 1.21262 -0.49292
H2 -0.82517 -1.19808 0.25556

Output
Strongest force on any atom in eV Å⁻¹: 2.401
ΔE to the lowest compared entry with this formula, charge and spin in kJ/mol: 452.1
SMILES string: O=CC1N=N1
Gap between HOMO and LUMO (spin up / spin down) in eV: 9.19 / 9.19
2S+1: 1


[2]
Formula: C2H2N2O
Source: the OMol25 dataset
Level of theory: ωB97M-V with the def2-TZVPD basis set

Element x y z (Å)
C1 0.93491 0.45083 -0.00218
N1 1.10229 -0.84632 -0.07783
N2 -0.18386 -1.24879 -0.13864
C2 -1.10635 -0.24042 -0.05184
O1 -0.36487 0.92568 -0.18039
H1 1.77515 1.34145 0.09440
H2 -2.15727 -0.38242 0.35647

Output
Strongest force on any atom in eV Å⁻¹: 4.966
ΔE to the lowest compared entry with this formula, charge and spin in kJ/mol: 231.3
SMILES string: c1nnco1
Gap between HOMO and LUMO in eV: 10.72
2S+1: 1


[3]
Formula: C2H2N2O2
Source: the OMol25 dataset
Level of theory: ωB97M-V with the def2-TZVPD basis set

Element x y z (Å)
N1 2.03913 -0.90954 -0.03226
C1 1.05127 -0.26399 0.03720
C2 -0.05972 0.68435 0.10130
O1 0.16819 1.86790 -0.05020
N2 -1.32942 0.04911 0.13072
O2 -1.13265 -1.28820 -0.16237
H1 -1.88972 0.56644 -0.53897
H2 -1.31190 -1.70323 0.71930

Output
Strongest force on any atom in eV Å⁻¹: 4.594
ΔE to the lowest compared entry with this formula, charge and spin in kJ/mol: 275.4
SMILES string: N#CC(=O)NO
Gap between HOMO and LUMO in eV: 10.90
2S+1: 1


[4]
Formula: C2H2N2O2
Source: the OMol25 dataset
Level of theory: ωB97M-V with the def2-TZVPD basis set

Element x y z (Å)
C1 -1.45830 0.48463 -0.39003
C2 0.84055 0.01902 2.06949
N1 0.04985 -0.20601 -2.44921
N2 -0.59097 -0.09478 -1.45473
O1 1.66376 0.68251 1.65312
O2 0.00639 -0.67132 2.49970
H1 -1.60624 -0.33026 0.44082
H2 1.09497 0.11621 -2.36918

Output
Strongest force on any atom in eV Å⁻¹: 8.767
ΔE to the lowest compared entry with this formula, charge and spin in kJ/mol: 443.9
Gap between HOMO and LUMO in eV: 9.49
2S+1: 1